63
Properties=species:S:1:pos:R:3:forces:R:3 method="wB97M-V/def2-TZVPD" homo_ev=-8.65 e_above_lowest_kj_mol=20.22 e_lumo_ev=0.55 smiles="NC(=O)C1CCN(C(=O)C[C@H]2C(=O)NCCN2Cc2cccc(Oc3ccccc3)c2)CC1" orbital_gap_ev=9.2
N -5.09370 -1.77645 -1.73145 -0.23 0.45 -0.31
C -4.74891 -2.93840 -1.14662 0.38 -0.11 0.38
O -5.24853 -4.00186 -1.44924 -0.17 -0.42 -0.08
C -3.67585 -2.81306 -0.06529 -0.15 0.10 -0.15
C -2.38057 -2.24240 -0.65245 0.15 -0.14 0.15
C -1.35571 -1.99334 0.45641 0.06 -0.04 -0.50
N -1.91701 -1.12269 1.46390 -0.03 -0.30 0.21
C -1.72504 0.20396 1.60008 0.57 0.05 0.22
O -2.37134 0.87170 2.39671 -0.17 0.24 0.05
C -0.66555 0.87834 0.74655 -0.17 -0.09 0.02
C -1.29453 1.41568 -0.57616 -0.04 -0.21 0.11
C -2.81306 1.56076 -0.45258 0.15 0.12 -0.37
O -3.60057 0.73212 -0.88141 -0.19 -0.30 -0.06
N -3.19882 2.72047 0.08364 -0.46 0.41 0.05
C -2.26875 3.59826 0.75202 0.33 0.02 0.29
C -0.99648 3.79174 -0.09202 0.00 0.23 -0.03
N -0.81580 2.70047 -1.02706 0.05 0.15 -0.14
C 0.43081 2.71650 -1.77223 -0.15 -0.08 -0.02
C 1.63372 2.22364 -1.00537 0.13 0.04 -0.01
C 2.36444 3.07314 -0.18294 -0.04 0.04 -0.04
C 3.40779 2.57799 0.58058 -0.03 0.04 0.01
C 3.74750 1.23902 0.53185 0.03 -0.30 0.03
C 3.04535 0.38830 -0.31582 -0.19 0.42 0.04
O 3.26825 -0.96028 -0.38602 -0.15 -0.08 -0.04
C 4.53207 -1.46758 -0.21199 0.45 -0.26 0.05
C 5.67518 -0.81737 -0.66288 -0.28 0.09 -0.08
C 6.90985 -1.42143 -0.51023 0.03 -0.04 0.03
C 7.01407 -2.66950 0.07965 0.12 -0.06 0.01
C 5.87157 -3.32176 0.51268 0.06 0.01 0.00
C 4.63263 -2.72655 0.37054 -0.24 0.27 -0.06
C 1.99377 0.88599 -1.07696 0.30 -0.13 0.02
C -3.06537 -1.72553 2.11574 -0.45 0.18 0.21
C -4.17454 -1.93276 1.08596 0.18 -0.11 0.15
H -4.67574 -0.89315 -1.48360 0.04 0.05 0.02
H -5.79933 -1.79272 -2.44837 0.03 -0.07 0.04
H -3.48591 -3.82328 0.31344 -0.09 0.05 -0.10
H -2.59362 -1.29549 -1.14730 0.08 -0.04 -0.04
H -1.96725 -2.93601 -1.38645 0.01 -0.02 -0.05
H -1.10143 -2.94119 0.94560 0.08 0.07 -0.05
H -0.44165 -1.57512 0.03819 0.01 -0.03 0.07
H -0.28580 1.72031 1.32548 -0.03 -0.09 0.04
H 0.17569 0.22491 0.53121 -0.04 0.07 0.03
H -1.11052 0.69203 -1.37666 -0.16 0.06 0.06
H -4.18705 2.85596 0.23875 0.08 -0.16 -0.07
H -2.75544 4.56093 0.91448 0.06 -0.09 -0.01
H -2.02313 3.16897 1.73076 -0.02 0.14 -0.12
H -0.13978 3.91581 0.58960 -0.11 0.02 0.00
H -1.08113 4.70625 -0.69036 0.08 -0.01 0.10
H 0.59177 3.74607 -2.10278 0.02 -0.05 -0.05
H 0.28185 2.09167 -2.65822 0.09 0.07 -0.02
H 2.12503 4.12558 -0.14571 -0.04 0.11 0.00
H 3.96202 3.24117 1.22795 0.05 0.05 0.06
H 4.54794 0.85209 1.14467 0.05 -0.01 0.02
H 5.59288 0.14949 -1.13811 0.01 0.04 -0.02
H 7.79510 -0.91258 -0.86176 0.07 0.04 -0.03
H 7.98123 -3.13416 0.19597 0.08 -0.04 0.01
H 5.94446 -4.29837 0.96719 0.00 -0.08 0.04
H 3.73248 -3.22162 0.70030 -0.10 -0.04 0.04
H 1.46304 0.20631 -1.72759 -0.08 -0.11 -0.09
H -2.75815 -2.67980 2.55461 0.01 0.02 0.00
H -3.39462 -1.05148 2.90759 0.07 -0.18 -0.06
H -4.46881 -0.95468 0.70316 -0.05 0.01 0.07
H -5.04104 -2.39497 1.56038 -0.06 0.00 0.00